The following is a DFT calculation (the ωB97M-V functional and the def2-TZVPD basis) of one molecule with the formula C5H13N3Si2.

```
23
Properties=species:S:1:pos:R:3
C -4.7778 -0.9889 0.1467
C 3.3182 0.2855 0.0748
C 0.0469 -0.6766 -1.7651
C 2.5508 -0.8334 0.7251
C 1.2433 -0.3373 1.3378
N -5.4099 -1.9279 -0.0457
N -1.2229 1.1066 0.3089
N -4.2291 0.1489 0.5073
Si -3.1729 1.3010 -0.0672
Si -0.0170 0.0950 -0.0775
H 4.0083 -0.1105 -0.5864
H 2.6564 0.9432 -0.5056
H 4.0561 0.7646 0.9217
H -0.0442 0.1709 -2.4896
H 0.9019 -1.3074 -2.1637
H -0.8653 -1.2030 -1.9885
H 2.3352 -1.7307 -0.0553
H 3.2430 -1.3799 1.5331
H 1.3878 0.5498 1.9657
H 0.7180 -0.9718 2.1253
H -0.8722 1.8436 0.8758
H -3.0338 2.5207 0.7348
H -2.8208 1.7376 -1.5127
```

Values from the calculation:
**Relative energy (zero: lowest compared OMol25 entry of this formula, charge and spin)**: 285.88 kJ/mol
**Net charge**: 0
**Kohn-Sham gap**: 6.763 eV